This record from the Open Molecules 2025 dataset describes a structure of composition C12H32IOP2SiV at a distorted geometry. The level of theory is ωB97M-V/def2-TZVPD.

Properties
Frontier orbital gap (spin up / spin down) (Eh): 0.2432 / 0.2128
Spin multiplicity: 3
Charge: +2
Energy relative to the best compared isomer or geometry (same formula, charge and spin) (kcal per mole): 41.3

Atoms and positions in Å:
C1 0.159 -0.222 -2.677
I1 -2.587 -0.616 -2.242
H1 0.997 -0.288 -1.906
H2 0.193 0.664 -3.330
H3 0.251 -1.090 -3.382
V1 -0.662 -0.053 -0.623
P1 0.169 2.282 -0.557
C2 -1.339 3.234 -0.994
C3 0.821 3.153 0.919
H4 1.168 4.177 0.711
H5 1.787 3.751 -1.720
H6 1.679 2.600 1.329
H7 2.229 2.041 -1.761
H8 -2.165 2.979 -0.314
H9 0.054 3.227 1.702
C4 1.387 2.738 -1.829
H10 -1.163 4.319 -0.953
H11 0.946 2.639 -2.824
H12 -1.650 2.960 -2.010
P2 0.162 -2.176 -0.103
C5 -1.247 -3.319 -0.161
C6 1.209 -2.716 -1.491
H13 2.153 -2.329 1.239
H14 1.204 -3.845 1.302
H15 0.687 -2.424 2.258
C7 1.140 -2.747 1.313
H16 2.147 -2.151 -1.467
H17 1.369 -3.795 -1.464
H18 -0.890 -4.329 0.066
H19 -1.699 -3.291 -1.156
H20 0.711 -2.512 -2.432
H21 -2.003 -3.023 0.571
C8 -2.328 0.361 0.185
O1 -3.395 0.645 0.610
C9 -3.105 -0.107 3.278
Si1 -1.246 -0.238 3.294
C10 -0.803 0.986 4.655
C11 -0.961 -1.931 4.055
C12 -0.342 0.115 1.640
H22 -3.488 -0.228 4.299
H23 -3.564 -0.885 2.672
H24 -3.466 0.859 2.929
H25 -1.516 0.905 5.493
H26 0.190 0.819 5.078
H27 -0.842 2.027 4.326
H28 -1.255 -2.751 3.397
H29 0.065 -2.101 4.382
H30 -1.588 -2.021 4.958
H31 -0.316 1.226 1.681
H32 0.716 -0.164 1.772

For each atom in turn, the natural (NBO) charge in e is: C -0.724; I 0.415; H 0.205; H 0.254; H 0.258; V 0.365; P 1.001; C -0.931; C -0.936; H 0.284; H 0.284; H 0.263; H 0.251; H 0.249; H 0.260; C -0.938; H 0.282; H 0.253; H 0.256; P 1.068; C -0.931; C -0.939; H 0.263; H 0.280; H 0.278; C -0.941; H 0.252; H 0.282; H 0.278; H 0.257; H 0.240; H 0.261; C 0.527; O -0.395; C -1.116; Si 1.620; C -1.105; C -1.125; C -1.132; H 0.271; H 0.227; H 0.239; H 0.270; H 0.249; H 0.235; H 0.225; H 0.243; H 0.277; H 0.247; H 0.243


This record from the Open Molecules 2025 dataset describes a structure of composition C31H29BCo2O8S2 at a distorted geometry. The level of theory is ωB97M-V/def2-TZVPD.

Properties
Frontier orbital gap (Eh): 0.1619
Spin multiplicity: 1
Charge: 0
Energy relative to the best compared isomer or geometry (same formula, charge and spin) (kcal per mole): 126.5

Atoms and positions in Å:
C1 -6.004 -1.812 -2.476
C2 -4.542 -2.044 -2.302
C3 -4.024 -3.233 -1.782
C4 -2.629 -3.157 -1.525
C5 -2.073 -1.936 -2.001
B1 -0.313 -0.268 1.334
C6 -0.726 -1.564 -1.998
C7 0.375 -2.405 -1.925
C8 0.953 -2.444 -3.220
C9 0.643 -1.278 -3.929
C10 0.567 -1.045 -5.360
S1 -0.445 -0.169 -3.126
O1 -1.697 -0.049 0.953
C11 -2.357 -0.494 2.137
C12 -2.455 0.837 2.896
C13 -3.719 -0.976 1.696
C14 -1.317 -1.549 2.806
C15 -0.616 -1.025 4.055
C16 -1.926 -2.909 3.071
O2 -0.197 -1.545 1.872
S2 -3.340 -0.860 -2.585
H1 -6.579 -2.644 -2.032
H2 -6.293 -0.881 -1.972
H3 -6.260 -1.741 -3.548
H4 -4.626 -4.124 -1.559
H5 -1.975 -3.933 -1.150
H6 0.575 -3.002 -1.034
H7 1.505 -3.321 -3.576
H8 0.864 -1.925 -5.918
H9 -0.476 -0.814 -5.631
H10 1.172 -0.170 -5.607
H11 -2.899 0.694 3.873
H12 -1.441 1.289 2.990
H13 -3.094 1.517 2.326
H14 -4.308 -1.238 2.579
H15 -4.254 -0.181 1.154
H16 -3.681 -1.846 1.043
H17 0.136 -0.280 3.765
H18 -1.246 -0.569 4.796
H19 -0.066 -1.849 4.541
H20 -2.553 -2.823 3.978
H21 -2.532 -3.371 2.274
H22 -1.142 -3.613 3.350
O3 -1.335 3.445 -2.017
C17 -0.579 2.549 -2.147
Co1 0.725 1.402 -2.380
C18 2.344 0.632 -2.352
O4 3.394 0.181 -2.556
C19 1.653 2.849 -2.252
O5 2.234 3.840 -2.312
C20 2.564 1.721 0.671
C21 3.745 2.434 0.247
C22 4.804 1.800 -0.437
C23 6.024 2.456 -0.681
C24 6.169 3.773 -0.280
C25 5.147 4.414 0.406
C26 3.940 3.755 0.695
C27 1.511 1.000 0.487
C28 0.326 0.275 -0.078
Co2 1.843 1.328 2.317
C29 2.950 2.292 3.175
O6 3.611 2.925 3.877
C30 2.681 -0.019 3.143
O7 3.284 -0.775 3.772
C31 0.685 2.350 3.158
O8 0.136 3.077 3.875
H23 4.674 0.758 -0.725
H24 6.820 1.897 -1.180
H25 7.113 4.286 -0.473
H26 5.233 5.443 0.732
H27 3.136 4.230 1.260
H28 0.646 -0.551 -0.699
H29 -0.462 0.983 -0.476

For each atom in turn, the Löwdin charge in e is: C -0.099; C -0.584; C -0.114; C -0.054; C -0.504; B -0.599; C -0.438; C -0.092; C -0.042; C -0.540; C -0.129; S 1.028; O 0.031; C -0.452; C -0.006; C -0.014; C -0.412; C -0.021; C -0.013; O 0.116; S 1.082; H 0.088; H 0.082; H 0.086; H 0.120; H 0.120; H 0.140; H 0.134; H 0.089; H 0.078; H 0.085; H 0.087; H 0.061; H 0.097; H 0.092; H 0.095; H 0.068; H 0.047; H 0.082; H 0.105; H 0.103; H 0.081; H 0.087; O 0.178; C -0.103; Co -0.026; C -0.056; O 0.194; C -0.136; O 0.223; C -0.163; C -0.242; C -0.042; C -0.081; C -0.109; C -0.074; C -0.044; C -0.161; C -0.087; Co 0.094; C -0.244; O 0.153; C -0.134; O 0.113; C -0.191; O 0.090; H 0.095; H 0.105; H 0.101; H 0.101; H 0.120; H 0.050; H 0.105


This record from the Open Molecules 2025 dataset describes a cluster of 2 separate species, C29H51N3O5PS in total at a distorted geometry. The level of theory is ωB97M-V/def2-TZVPD.

Properties
Frontier orbital gap (Eh): 0.2894
Spin multiplicity: 1
Charge: +1

Atoms and positions in Å:
C1 -0.011 5.783 -2.983
C2 -1.194 5.496 -1.979
C3 -2.328 4.655 -2.746
C4 -2.180 3.144 -2.300
C5 -2.844 2.203 -3.420
C6 -1.781 1.102 -3.796
C7 -1.584 0.005 -2.646
C8 -0.078 -0.503 -2.710
N1 0.032 -1.990 -2.662
C9 0.388 -2.555 -1.365
O1 -0.295 -3.183 -0.605
C10 1.896 -2.198 -1.186
C11 2.734 -2.079 0.005
C12 2.135 -2.372 1.407
C13 1.070 -1.243 1.823
C14 4.141 -1.711 -0.225
C15 4.673 -1.450 -1.591
N2 6.059 -1.105 -1.671
C16 6.779 -1.962 -2.321
C17 8.030 -1.412 -3.109
C18 6.527 -3.501 -2.421
C19 3.802 -1.573 -2.803
P1 4.396 -1.246 -4.527
O2 5.632 -0.111 -4.386
O3 5.162 -2.608 -5.115
S1 3.084 -0.494 -5.722
C20 2.419 -1.974 -2.552
C21 1.208 -2.263 -3.507
O4 1.141 -2.653 -4.625
H1 0.665 6.557 -2.525
H2 0.572 4.862 -3.258
H3 -0.454 6.261 -3.905
H4 -1.660 6.436 -1.595
H5 -0.794 4.834 -1.158
H6 -2.156 4.703 -3.858
H7 -3.358 4.985 -2.461
H8 -1.106 2.854 -2.171
H9 -2.697 2.908 -1.327
H10 -3.094 2.802 -4.340
H11 -3.798 1.742 -3.042
H12 -2.021 0.558 -4.745
H13 -0.785 1.626 -3.885
H14 -1.837 0.455 -1.647
H15 -2.308 -0.830 -2.866
H16 0.499 0.036 -1.910
H17 0.341 -0.185 -3.710
H18 1.652 -3.388 1.380
H19 2.932 -2.359 2.193
H20 1.295 -0.810 2.837
H21 1.124 -0.429 1.060
H22 0.068 -1.750 1.868
H23 4.792 -1.644 0.679
H24 7.997 -0.293 -3.022
H25 7.813 -1.635 -4.192
H26 8.990 -1.856 -2.751
H27 7.243 -3.926 -3.179
H28 6.652 -4.040 -1.445
H29 5.504 -3.679 -2.847
H30 5.315 0.648 -3.862
H31 5.167 -2.460 -6.082
C22 -2.377 1.923 5.262
C23 -2.253 0.415 5.138
N3 -3.504 -0.362 5.539
C24 -3.786 -0.066 7.004
C25 -3.227 -1.863 5.491
C26 -2.914 -2.457 4.128
C27 -4.772 0.047 4.774
C28 -4.721 0.013 3.250
O5 -3.708 0.863 2.756
C29 -3.196 0.484 1.479
H32 -2.503 2.239 6.299
H33 -1.457 2.385 4.901
H34 -3.198 2.332 4.678
H35 -1.454 0.059 5.794
H36 -1.982 0.131 4.127
H37 -2.887 -0.289 7.577
H38 -4.611 -0.698 7.328
H39 -4.062 0.980 7.112
H40 -4.098 -2.363 5.919
H41 -2.378 -2.032 6.157
H42 -3.824 -2.697 3.581
H43 -2.398 -3.409 4.269
H44 -2.272 -1.832 3.509
H45 -5.002 1.062 5.098
H46 -5.567 -0.611 5.132
H47 -5.683 0.379 2.871
H48 -4.610 -1.004 2.879
H49 -3.719 -0.371 1.048
H50 -2.140 0.224 1.604
H51 -3.263 1.334 0.802

For each atom in turn, the Löwdin charge in e is: C -0.130; C -0.254; C -0.204; C -0.224; C -0.201; C -0.211; C -0.156; C -0.147; N 0.003; C -0.332; O 0.129; C -0.021; C -0.136; C -0.176; C -0.097; C 0.061; C -0.206; N 0.097; C -0.346; C -0.042; C -0.028; C -0.158; P 0.300; O -0.258; O -0.216; S 0.347; C -0.037; C -0.391; O 0.125; H 0.070; H 0.076; H 0.076; H 0.099; H 0.095; H 0.104; H 0.109; H 0.097; H 0.095; H 0.104; H 0.108; H 0.118; H 0.105; H 0.091; H 0.120; H 0.134; H 0.122; H 0.118; H 0.105; H 0.068; H 0.074; H 0.055; H 0.118; H 0.080; H 0.084; H 0.085; H 0.089; H 0.096; H 0.071; H 0.080; H 0.075; C -0.048; C -0.157; N -0.250; C 0.015; C -0.149; C -0.045; C -0.055; C -0.193; O -0.206; C -0.057; H 0.080; H 0.100; H 0.080; H 0.137; H 0.103; H 0.117; H 0.112; H 0.102; H 0.134; H 0.132; H 0.080; H 0.099; H 0.070; H 0.133; H 0.145; H 0.145; H 0.098; H 0.099; H 0.082; H 0.085


no.,total energy (eV)
1,-75236.1624
2,-146589.8344
3,-65723.9972